Run a
Here is a molecular structure, C2H3I3O from the Open Molecules 2025 dataset. Energies are from the ωB97M-V functional and the def2-TZVPD basis.

CARTESIAN COORDINATES (ANGSTROEM)
1 I 2.05 -1.34 0.35
2 I 1.19 2.26 -0.52
3 I -1.19 -2.47 -0.75
4 O -0.40 0.72 1.49
5 C -0.31 0.79 0.10
6 C 0.17 -0.53 -0.54
7 H 0.52 -0.41 -1.51
8 H -1.25 1.16 -0.27
9 H -0.78 -0.17 1.66

Results
LUMO energy (eV): -1.19
Frontier orbital gap (eV): 8.048
HOMO level (eV): -9.24

---

Run b
Here is a molecular structure, C2H3I3O from the Open Molecules 2025 dataset. Energies are from the ωB97M-V functional and the def2-TZVPD basis.

CARTESIAN COORDINATES (ANGSTROEM)
1 I 2.48 0.41 -0.47
2 I -2.48 0.03 -0.43
3 I 0.17 -2.41 -0.14
4 O 0.36 0.05 1.52
5 C 0.47 -0.31 0.19
6 C -0.44 0.61 -0.71
7 H -0.14 0.75 -1.81
8 H -0.33 1.50 -0.19
9 H -0.09 -0.62 2.02

Results
LUMO energy (eV): -0.41
Frontier orbital gap (eV): 8.838
HOMO level (eV): -9.25

---

Which is the most stable structure? run b is the most stable.

---

Run a
Here is CH3FOS in the gas phase from the Open Molecules 2025 dataset. Energies are from the ωB97M-V functional and the def2-TZVPD basis.

CARTESIAN COORDINATES (ANGSTROEM)
1 S 0.77 -1.39 0.19
2 F -0.17 1.94 0.38
3 O -0.06 -0.14 -0.63
4 C 0.29 1.23 -0.69
5 H -0.19 1.71 -1.59
6 H 2.11 -1.03 0.21
7 H 1.31 1.39 -0.93

Results
LUMO energy (eV): 0.37
Frontier orbital gap (eV): 9.691
HOMO level (eV): -9.32
SMILES string: FCOS

---

Run b
Here is 2 unconnected molecules or ions with the total composition CH3FOS from the Open Molecules 2025 dataset. Energies are from the ωB97M-V functional and the def2-TZVPD basis.

CARTESIAN COORDINATES (ANGSTROEM)
1 S -0.49 0.92 -0.11
2 F 3.41 -0.24 -0.17
3 O 0.69 0.30 0.53
4 C -1.75 -0.10 -0.12
5 H -1.74 -1.08 0.32
6 H -2.65 0.25 -0.60
7 H 2.54 -0.06 0.16

Results
LUMO energy (eV): -0.79
Frontier orbital gap (eV): 9.746
HOMO level (eV): -10.53

---

Which is the most stable structure? run b is the most stable.